Record 1
ORCA calculation (ωB97M-V/def2-TZVPD) on a single C3H6N3P molecule.

```
13
Properties=species:S:1:pos:R:3:forces:R:3
C 2.119479 0.854878 -0.284707 -1.7 2.4 -2.0
C 0.727542 0.495134 -0.435126 0.5 -2.4 1.3
C -2.366713 -0.142696 0.235236 1.7 1.2 1.2
N 3.080883 0.167261 0.190704 0.9 -0.7 0.3
N 3.984851 -0.363633 0.594365 -0.2 -0.1 0.1
N 0.326238 -0.647073 -0.085486 0.8 -0.8 0.1
P -1.140891 -1.431435 -0.298955 -0.5 1.6 -1.5
H 2.330270 1.633700 -1.014242 1.0 0.1 0.5
H 0.029482 1.143795 -0.878058 -0.4 1.7 -0.7
H -3.273866 -0.610468 0.330498 -2.3 -1.7 0.7
H -2.673413 0.584002 -0.508608 0.8 0.5 -0.2
H -2.120136 0.321370 1.261537 -0.2 -0.5 -1.8
H -1.023724 -2.004833 0.892847 -0.3 -1.2 1.9
```
Positions in Å, forces in eV/Å.

Results
- charge = 0
- frontier orbital gap (eV) = 8.62
- ΔE to the lowest compared entry with this formula, charge and spin (kJ/mol) = 297.2
- highest occupied orbital energy (eV) = -8.1
- multiplicity = 1
- lowest unoccupied orbital energy (eV) = 0.4686

Record 2
ORCA calculation (ωB97M-V/def2-TZVPD) on a molecular structure, C29H50BrNOP2Pd.

```
85
Properties=species:S:1:pos:R:3:forces:R:3
N 5.154487 -0.051280 3.471247 -1.1 -0.1 -0.3
C 4.216247 0.882340 3.716680 0.2 0.0 0.1
C 2.873216 0.761240 3.350163 -0.3 -0.1 -0.2
C 2.426420 -0.388877 2.653123 0.9 0.3 0.0
C 3.410851 -1.381656 2.431674 -0.2 0.1 -0.1
C 4.727072 -1.164488 2.848309 0.1 -0.1 0.1
C 1.016259 -0.544629 2.275309 -0.1 -1.3 0.7
Pd 0.443604 0.180309 0.239217 1.0 -1.7 -1.1
P -1.717907 0.017842 -0.796446 -2.6 -0.5 -1.1
C 0.517314 -1.650710 1.537117 0.4 -0.2 0.7
C -0.808403 -2.249507 1.750879 -0.8 -0.2 0.0
C -1.071745 -3.559896 1.285889 0.0 0.1 0.0
C -2.328580 -4.158461 1.432711 0.2 0.3 0.1
C -3.354887 -3.443859 2.064476 -0.1 0.0 0.0
C -3.117197 -2.160081 2.585577 0.3 0.0 -0.1
C -1.855971 -1.581631 2.432729 0.0 -0.1 -0.2
Br -5.097088 -4.212889 2.216591 0.8 0.3 -0.1
H 0.322555 -0.020764 2.944766 0.2 -0.1 -0.5
H 1.250931 -2.349659 1.119842 -0.2 0.4 0.0
H 2.165030 1.557518 3.603714 0.3 -0.3 -0.1
H 3.145135 -2.331094 1.957399 0.2 0.3 0.2
H 4.557951 1.783926 4.245323 -0.2 -0.5 -0.3
H 5.486162 -1.940459 2.673049 -0.4 0.4 0.1
H -0.272562 -4.117443 0.785333 -0.3 0.2 0.2
H -1.681851 -0.579104 2.835093 -0.2 -0.4 -0.1
H -2.513841 -5.165938 1.049928 0.1 0.4 0.2
H -3.917345 -1.620665 3.100065 0.3 -0.2 -0.2
P 2.133135 -0.303552 -1.457934 1.5 -1.2 -1.7
C -3.025990 0.882577 0.242471 0.8 0.3 0.3
C -4.498963 0.471630 0.128765 -0.2 -0.3 -0.2
H -2.898816 1.963220 0.039923 -0.1 -0.5 0.1
H -2.682750 0.734037 1.279625 -0.2 0.1 -0.3
H -5.108461 1.042018 0.853797 0.4 -0.2 -0.3
H -4.913031 0.659189 -0.874946 0.2 -0.1 0.4
H -4.631020 -0.598751 0.360808 0.0 0.4 -0.1
C -2.436769 -1.681935 -1.110052 0.7 -0.2 0.5
C -3.483155 -1.893579 -2.210504 -0.2 0.3 -0.3
H -2.832411 -2.019074 -0.138027 0.1 0.2 -0.3
H -1.561214 -2.323517 -1.307473 -0.3 0.1 0.0
H -3.750722 -2.964698 -2.263722 0.2 0.5 0.1
H -4.411040 -1.330905 -2.020687 0.4 -0.2 -0.1
H -3.101963 -1.600383 -3.204172 -0.2 -0.1 0.4
C -1.841785 0.853201 -2.473422 1.0 -0.1 0.1
C -3.172295 1.450355 -2.948631 -0.4 0.1 0.2
H -1.465435 0.103691 -3.195197 -0.1 0.3 0.3
H -1.074993 1.642986 -2.451345 -0.3 -0.2 -0.1
H -3.040392 1.934309 -3.933905 0.1 -0.3 0.5
H -3.962840 0.690939 -3.052453 0.3 0.3 0.0
H -3.535631 2.224664 -2.250604 0.1 -0.3 -0.3
C 2.688362 0.974540 -2.717844 -0.1 0.5 0.5
C 1.559387 1.659122 -3.487949 -0.2 0.0 -0.2
H 3.399354 0.485168 -3.412205 -0.4 0.0 0.5
H 3.265023 1.732685 -2.157984 -0.2 -0.3 -0.2
H 1.958365 2.424540 -4.177264 -0.2 -0.4 0.3
H 0.974790 0.940537 -4.087677 0.2 0.3 0.2
H 0.863443 2.154263 -2.790756 0.3 -0.1 -0.4
C 1.617303 -1.669226 -2.633164 -0.4 0.3 0.2
C 1.265304 -2.975293 -1.914698 0.0 -0.2 0.1
H 2.415410 -1.829165 -3.384699 -0.3 0.2 0.4
H 0.729098 -1.290761 -3.172076 0.3 -0.2 0.1
H 0.884285 -3.731340 -2.624072 0.2 0.3 0.3
H 2.143679 -3.407559 -1.403704 -0.3 0.1 -0.2
H 0.489317 -2.790562 -1.152441 0.2 -0.1 -0.3
C 3.834195 -0.923893 -0.971599 -0.3 -0.1 0.4
C 4.689932 0.143458 -0.279131 0.1 0.2 0.0
H 4.345250 -1.318706 -1.872024 -0.4 0.2 0.3
H 3.673549 -1.774910 -0.287298 0.1 0.2 -0.3
H 5.612508 -0.297852 0.134241 -0.4 0.2 -0.2
H 4.987604 0.941994 -0.981047 -0.1 -0.4 0.3
H 4.140003 0.606566 0.557231 0.2 -0.1 -0.2
C 0.161074 3.525687 2.719021 0.0 0.2 -0.3
C -0.672634 2.434179 2.027655 -1.2 1.8 1.0
O -0.226784 2.020194 0.730766 -0.7 1.5 1.8
C 0.248955 3.025344 -0.129067 0.7 2.0 -0.3
C -0.840609 3.941956 -0.682271 0.0 0.1 0.1
H 1.223760 3.247192 2.784508 -0.3 0.1 0.1
H -0.239031 3.706763 3.738620 0.2 -0.2 -0.6
H 0.093073 4.487445 2.170026 0.1 -0.5 0.4
H -0.787301 1.591372 2.699869 0.3 -0.5 -0.3
H -1.708615 2.822023 1.938688 0.5 -0.1 -0.2
H 1.049240 3.625990 0.348864 -0.6 -0.2 0.2
H 0.809918 2.516019 -0.887596 -0.1 -0.4 -0.7
H -1.327648 4.502873 0.141204 0.3 -0.2 -0.5
H -0.382270 4.672332 -1.380981 -0.3 -0.4 0.4
H -1.616604 3.380518 -1.225217 0.3 0.2 0.2
```
Positions in Å, forces in eV/Å.

Results
- charge = +2
- frontier orbital gap (alpha / beta) (eV) = 7.44 / 5.15
- highest occupied orbital energy (alpha / beta) (eV) = -13.9 / -14.1
- multiplicity = 3
- lowest unoccupied orbital energy (alpha / beta) (eV) = -6.4628 / -8.9190

Q: Which of these has the lowest multiplicity?
A: C3H6N3P

Q: Look up the multiplicity of the second one.
A: 3

Repeat the first record exactly.
ORCA calculation (ωB97M-V/def2-TZVPD) on a single C3H6N3P molecule.

```
13
Properties=species:S:1:pos:R:3:forces:R:3
C 2.119479 0.854878 -0.284707 -1.7 2.4 -2.0
C 0.727542 0.495134 -0.435126 0.5 -2.4 1.3
C -2.366713 -0.142696 0.235236 1.7 1.2 1.2
N 3.080883 0.167261 0.190704 0.9 -0.7 0.3
N 3.984851 -0.363633 0.594365 -0.2 -0.1 0.1
N 0.326238 -0.647073 -0.085486 0.8 -0.8 0.1
P -1.140891 -1.431435 -0.298955 -0.5 1.6 -1.5
H 2.330270 1.633700 -1.014242 1.0 0.1 0.5
H 0.029482 1.143795 -0.878058 -0.4 1.7 -0.7
H -3.273866 -0.610468 0.330498 -2.3 -1.7 0.7
H -2.673413 0.584002 -0.508608 0.8 0.5 -0.2
H -2.120136 0.321370 1.261537 -0.2 -0.5 -1.8
H -1.023724 -2.004833 0.892847 -0.3 -1.2 1.9
```
Positions in Å, forces in eV/Å.

Results
- charge = 0
- frontier orbital gap (eV) = 8.62
- ΔE to the lowest compared entry with this formula, charge and spin (kJ/mol) = 297.2
- highest occupied orbital energy (eV) = -8.1
- multiplicity = 1
- lowest unoccupied orbital energy (eV) = 0.4686